This record from the OMol25 dataset describes C24H31N3O3 as an isolated structure. The level of theory is the ωB97M-V functional and the def2-TZVPD basis.

Each line ends with the Mulliken charge.
Positions of all 61 atoms, in Å:
1 O -0.2486 -0.5025 1.9850  -0.648
2 C 0.2837 -0.9833 0.8566  1.017
3 N 0.8984 -0.1297 -0.1139  1.549
4 C 1.4833 -0.8564 -1.2446  -2.188
5 C 2.8922 -1.2769 -1.0706  -0.061
6 C 3.3993 -2.1093 -0.0505  -0.807
7 C 4.7598 -1.9173 -0.0137  -1.199
8 C 4.9845 -0.7254 -1.1591  -0.292
9 O 3.7603 -0.2954 -1.5819  -0.363
10 H 5.9152 -0.2803 -1.4044  0.481
11 H 5.5624 -2.1281 0.3492  0.761
12 H 2.8502 -2.6736 0.3775  1.350
13 H 1.3835 -0.3456 -2.1956  0.488
14 H 0.9331 -1.6668 -1.4247  1.709
15 C 0.9279 1.1912 0.1257  0.797
16 C 1.2829 2.0038 -0.8440  -0.843
17 H 0.6052 1.8364 -1.6782  0.452
18 C 1.5847 3.4333 -0.4941  -1.109
19 C 2.8717 3.6500 0.3643  -0.830
20 C 2.3523 2.8117 1.7970  -1.018
21 C 1.9698 1.3163 1.2535  -0.535
22 H 1.5325 0.9214 2.3999  0.153
23 H 2.9007 0.9037 1.0509  0.288
24 H 3.1457 2.8113 2.5665  0.432
25 H 1.5216 3.4119 1.9086  0.388
26 H 3.0703 4.6023 0.6791  0.545
27 H 3.6771 2.9254 -0.0217  0.205
28 H 0.7656 4.0871 -0.1611  0.390
29 H 1.7931 4.0231 -1.3599  0.482
30 H 2.3125 1.5959 -1.3172  0.107
31 C -0.4207 1.8593 0.6867  -0.224
32 O -0.5969 2.5130 1.5164  -0.453
33 N -1.4195 1.4028 -0.0448  0.247
34 H -1.3086 0.4831 -0.7384  0.251
35 C -2.8683 1.5169 0.3030  0.007
36 C -3.3846 0.5478 1.0223  -1.394
37 C -3.5854 -0.8072 -0.1632  -0.519
38 C -4.4718 -0.3659 -0.9118  -0.209
39 C -3.8535 0.8459 -1.8778  -0.753
40 C -3.7704 2.1026 -0.8374  -2.111
41 H -4.5557 2.2389 -0.4375  0.851
42 H -3.3037 2.8788 -1.2036  0.692
43 H -2.9668 0.4604 -2.2771  0.439
44 H -4.5151 0.9716 -2.7037  0.441
45 H -5.5687 -0.0413 -0.8940  0.215
46 H -4.4324 -1.2845 -1.8853  0.213
47 H -2.5588 -1.2752 -0.3060  0.014
48 H -3.9543 -1.7966 0.5663  0.163
49 H -4.3652 0.7063 1.3126  0.502
50 H -2.8903 0.1141 1.8458  0.492
51 H -2.7916 2.4623 0.9650  0.429
52 C -0.0662 -2.3947 0.5588  0.043
53 N -0.4153 -2.7618 -0.6543  -0.407
54 C -0.8422 -4.1819 -0.6181  -0.382
55 C -0.5939 -5.1290 0.3772  -0.589
56 C -0.1353 -4.5641 1.6860  -0.690
57 C 0.1028 -3.3839 1.5933  -0.628
58 H 0.4377 -2.9445 2.6497  0.133
59 H 0.0178 -5.2792 2.2894  0.743
60 H -0.8251 -6.1037 0.3689  0.546
61 H -1.2687 -4.4244 -1.7669  0.235

Force components x, y, z for each atom (eV/Å):
2.6810 -2.3641 -5.2846
-2.2529 4.4610 3.3820
-2.9914 -7.1972 0.6009
1.9999 2.5570 -0.3962
-0.6583 1.9089 1.3501
6.3695 8.1060 -7.7844
-6.7275 8.1909 -9.4689
-2.1662 -3.8989 4.9677
1.9251 -3.7898 1.1686
0.2607 0.6789 -0.5325
8.6535 -3.4046 4.8977
-6.7225 -7.3075 5.7033
0.0693 0.7218 0.0668
-2.0559 -2.9114 -0.4101
-0.2643 0.4138 10.0490
5.2104 3.3001 -8.7728
-0.3140 0.7997 -0.4907
1.0225 2.5374 -0.2463
-1.8962 -6.8083 1.7616
2.4614 -0.7923 -4.6865
-1.8428 3.1180 6.8608
1.1649 0.2739 -3.7664
1.4913 -1.3689 -0.7150
-0.7419 -0.0811 -0.2532
-1.7898 0.7595 1.6169
0.9130 2.4526 0.0520
-0.6249 1.8966 0.2315
-0.2030 -0.8243 0.8050
0.2238 -0.2207 -1.4990
-1.8265 0.9460 0.8105
2.4220 -11.9469 -11.5533
-1.1383 11.5015 13.9738
-3.9544 -5.2744 -5.8223
0.2648 3.4347 2.5167
4.7108 10.6371 -2.1208
-2.3004 -9.5327 0.9264
8.4807 -5.8667 15.7245
-8.1768 2.9962 -16.6145
-2.4456 0.7264 3.5114
9.8996 -9.1431 -4.5051
-10.8410 2.1551 4.7559
2.0959 4.2059 -1.9936
1.7796 -0.0386 -0.3142
-0.6828 0.3933 -0.5165
1.5735 -1.0458 1.4560
-1.0979 2.0679 2.0666
-1.2733 1.2904 -1.2152
0.5209 2.5831 -1.5753
-2.0960 0.4890 0.5678
1.1501 -0.0158 0.8997
-0.1582 -1.0684 -0.4424
1.0436 -1.7816 -0.6822
-1.9717 -3.6244 2.2182
0.2990 0.2978 -3.9903
0.0455 5.9535 0.4488
-3.7310 -7.1402 -8.9670
3.1920 13.1719 5.3541
-0.4513 -0.1728 -2.4272
1.2914 -4.2303 5.4955
-0.9747 -3.3620 -0.7744
1.1559 0.1866 3.5814

The calculation puts the energy above the lowest of the compared OMol25 structures with the same formula, charge and spin at 22.012 eV. Its HOMO-LUMO gap is 7.7 eV.

This record from the OMol25 dataset describes C37H86CdNO16Zn as an isolated structure. The level of theory is the ωB97M-V functional and the def2-TZVPD basis.

Each line ends with the Mulliken charge.
Positions of all 142 atoms, in Å:
1 Zn 0.8771 -2.1697 -0.1033  2.005
2 Cd -4.8775 3.0936 0.9224  1.230
3 C 5.3385 -1.5572 -1.7284  -1.436
4 C 4.1437 -1.8236 -2.6800  1.490
5 C 4.7203 -2.0077 -4.0807  -1.130
6 C 5.1219 -3.4564 -4.3684  -0.878
7 C 3.9846 -4.4391 -4.0064  -1.203
8 C 3.5937 -4.3070 -2.5040  1.604
9 N 3.2388 -2.9212 -2.2793  0.735
10 O 2.7278 -2.7604 -0.9891  -0.504
11 C 4.7425 -4.8452 -1.6281  -1.691
12 C 2.4082 -5.2461 -2.3282  -1.678
13 C 3.2468 -0.5826 -2.7168  -1.600
14 H 4.9570 -1.1775 -0.7780  -0.072
15 H 6.0799 -0.8643 -2.1272  0.412
16 H 5.8917 -2.4659 -1.4862  0.399
17 H 5.5893 -1.3695 -4.2494  0.431
18 H 4.0374 -1.7304 -4.8893  0.422
19 H 5.9817 -3.8839 -3.8557  0.340
20 H 5.2242 -3.5075 -5.4547  0.471
21 H 4.1756 -5.4711 -4.3120  0.390
22 H 3.0976 -4.2443 -4.6217  0.285
23 H 4.8056 -4.3005 -0.6833  0.173
24 H 5.7502 -4.7338 -2.0418  0.326
25 H 4.7267 -5.9179 -1.4205  0.462
26 H 1.5807 -4.9236 -2.9680  0.041
27 H 1.9386 -5.1659 -1.3446  -0.082
28 H 2.7268 -6.2514 -2.5951  0.651
29 H 3.8355 0.2790 -3.0487  0.657
30 H 2.8205 -0.3967 -1.7330  -0.416
31 H 2.5095 -0.7214 -3.5106  0.269
32 C -1.1123 1.5686 -0.1987  -0.347
33 C -2.3597 1.8385 0.2669  1.462
34 C -3.1751 0.8128 1.0402  0.143
35 O -4.2917 1.1042 1.6492  -1.190
36 C -2.7248 -0.4654 1.1593  -0.918
37 C -1.4695 -0.8883 0.6093  1.195
38 C -0.6564 0.2131 -0.1744  -0.128
39 O 0.4134 -0.2087 -0.6541  -0.194
40 O -0.9665 -1.9999 0.6972  -0.034
41 O -2.8630 2.9954 -0.0592  -1.234
42 H -0.5246 2.2078 -0.8409  -0.062
43 H -3.2795 -1.1743 1.7592  0.238
44 C 0.8434 -6.0779 2.1562  -1.551
45 C 0.2438 -5.0971 1.1072  0.554
46 O 1.1236 -3.9911 0.9823  0.325
47 H 1.6766 -6.6238 1.7119  0.432
48 H 0.1759 -6.8619 2.5219  0.420
49 H 1.1585 -5.6139 3.0948  0.304
50 H -0.7757 -4.7429 1.2446  -0.356
51 H 0.2942 -5.7391 0.2198  0.191
52 H 1.9828 -4.3149 1.2773  0.075
53 C -0.4823 6.7552 -2.3424  -1.471
54 C -0.1691 5.4453 -1.6206  0.643
55 O -0.8959 5.3780 -0.3975  -0.531
56 H -0.5175 7.5840 -1.6332  0.340
57 H -1.4098 6.6834 -2.9066  0.234
58 H 0.3298 7.0147 -3.0231  0.450
59 H 0.8978 5.2372 -1.4867  0.130
60 H -0.4926 4.6181 -2.2652  -0.022
61 H -1.0869 4.4391 -0.2905  0.055
62 C -4.5526 -3.8214 2.8286  -0.807
63 C -3.9468 -4.5371 1.6341  -0.063
64 O -3.6139 -3.6412 0.5707  -0.542
65 H -4.8439 -4.4821 3.6463  0.405
66 H -5.4954 -3.3245 2.5776  0.276
67 H -3.9105 -3.0220 3.2051  -0.024
68 H -4.5379 -5.3518 1.2250  0.439
69 H -3.0076 -4.9605 2.0113  -0.007
70 H -2.9560 -3.0508 0.9499  -0.084
71 C -1.4720 4.7502 3.4841  -0.393
72 C -2.9861 4.9010 3.4456  -0.373
73 O -3.6444 3.7685 2.8576  -0.192
74 H -1.0157 5.4684 4.1598  0.451
75 H -1.1453 4.8023 2.4472  0.014
76 H -1.3105 3.7519 3.8999  -0.077
77 H -3.2294 5.7793 2.8412  0.182
78 H -3.4470 5.1407 4.4075  0.403
79 H -3.6302 3.1039 3.5727  0.206
80 C -0.2270 -3.0783 -4.1983  -1.392
81 C -0.4294 -2.1944 -2.9800  0.743
82 O -0.0597 -2.8867 -1.7641  0.298
83 H 0.7263 -2.9103 -4.7024  0.204
84 H -0.9759 -2.8335 -4.9533  0.446
85 H -0.2501 -4.1404 -3.9600  0.344
86 H -1.4843 -1.9101 -2.9064  0.503
87 H 0.1305 -1.2638 -2.9296  -0.971
88 H -0.6877 -3.6074 -1.6296  0.072
89 C 3.7270 2.7593 -1.5090  -1.615
90 C 2.2906 2.5358 -1.8613  0.942
91 O 1.9830 3.0849 -3.1599  -0.574
92 H 3.8465 2.8301 -0.4211  0.336
93 H 4.1286 3.7133 -1.8577  0.487
94 H 4.5119 2.0463 -1.7696  0.273
95 H 1.6495 3.0029 -1.1088  0.283
96 H 1.9217 1.5050 -1.8639  -0.481
97 H 2.5225 2.5608 -3.7657  0.330
98 C -2.1190 0.8261 -4.7645  -1.510
99 C -1.3197 1.4225 -3.5897  1.446
100 O -0.5552 2.5377 -3.9772  -0.656
101 H -2.7714 0.0534 -4.3581  0.335
102 H -1.5032 0.4072 -5.5673  0.359
103 H -2.6452 1.5733 -5.3619  0.401
104 H -0.7228 0.6471 -3.1046  -0.538
105 H -2.1114 1.7901 -2.9218  -0.173
106 H 0.2770 2.5778 -3.4613  0.247
107 C -0.3678 0.7803 3.9220  0.103
108 C -0.4252 -0.6101 4.4896  -0.169
109 O 0.8668 -1.2252 4.2287  -0.440
110 H -1.3868 1.1840 3.8641  -0.431
111 H 0.0061 0.8516 2.9030  -0.106
112 H 0.0830 1.4414 4.6634  0.550
113 H -1.1901 -1.1984 3.9757  -0.043
114 H -0.5910 -0.6072 5.5658  0.451
115 H 0.9198 -2.0558 4.7145  0.227
116 C 3.3468 0.1926 2.7190  -1.390
117 C 2.8555 -0.3426 1.3762  0.849
118 O 1.7106 -1.2123 1.5580  -0.472
119 H 3.9085 -0.5411 3.2987  0.361
120 H 2.5083 0.5681 3.3050  0.300
121 H 4.0463 1.0212 2.5940  0.431
122 H 3.6953 -0.9539 1.0436  -0.278
123 H 2.6463 0.4872 0.7063  -0.283
124 H 1.6974 -1.4355 2.5067  0.101
125 C -2.9591 1.5753 6.9261  -1.199
126 C -3.6484 0.6673 5.9177  0.147
127 O -4.0677 1.4297 4.7712  -0.566
128 H -3.4858 2.4827 7.2182  0.345
129 H -1.9316 1.8433 6.6810  0.233
130 H -2.9493 0.9640 7.8341  0.387
131 H -4.4625 0.1498 6.4289  0.426
132 H -2.9852 -0.1220 5.5604  -0.072
133 H -3.9702 0.8773 3.9850  0.125
134 C -3.7920 6.9563 -0.3884  -1.137
135 C -4.7878 5.8147 -0.4931  0.041
136 O -5.0943 5.2511 0.7867  -0.427
137 H -3.3380 7.2078 -1.3489  0.258
138 H -3.0040 6.8861 0.3581  0.251
139 H -4.2438 7.9430 -0.2231  0.452
140 H -4.4032 5.0773 -1.1975  0.199
141 H -5.7295 6.1700 -0.9191  0.328
142 H -5.4670 5.9318 1.3583  0.237

Force components x, y, z for each atom (eV/Å):
2.6695 -0.7579 -1.1730
1.3897 -0.1931 0.7707
-0.2842 -0.4367 0.6529
0.1352 0.5330 0.2570
0.2703 -1.1320 -0.2884
-1.1853 -1.0482 -0.5512
-0.4072 0.7811 -0.0596
0.9024 -0.9162 -1.0396
-0.9496 0.1274 -0.7776
-0.1892 0.6454 1.4503
1.0273 0.1304 0.5050
-0.9658 0.8485 0.1294
0.6378 0.1246 -0.3967
0.0954 0.0606 -0.0082
-0.2690 0.2193 -0.1512
-0.0996 -0.0737 -0.1394
-0.0037 0.1428 0.3173
-0.4228 -0.0041 0.3001
0.4862 0.7419 -0.1704
0.6354 -0.2645 0.0528
0.6449 -0.0684 0.4864
-0.1187 0.5191 0.2045
-0.3917 -0.1547 0.1175
-0.1772 0.3125 -0.3475
-0.5571 0.0109 0.0465
0.2478 -0.1295 -0.3678
0.5541 -0.3319 0.2727
-0.2119 -0.1163 0.2034
0.1213 0.0697 0.2574
-0.1586 -0.0007 -0.1814
-0.3915 -0.1180 0.3329
1.0678 -2.4303 -0.2561
-0.5317 1.9752 -1.3025
-0.4833 -0.5632 0.7826
0.2432 1.3500 -1.0903
1.2580 -1.0751 -0.0430
-0.9396 2.2317 -0.2892
0.7066 -0.3835 0.8493
-0.8206 0.8563 -0.1638
-0.6810 -0.5548 0.6853
-1.1348 -1.0712 1.0772
-0.2824 0.4615 0.1224
-0.2207 0.0812 -0.0679
-0.6977 0.0735 0.5618
0.7556 -1.8966 0.3850
-0.3022 -0.1480 0.4557
0.1716 0.2637 -0.0083
-0.3836 0.1034 -0.4791
0.1829 0.3918 -0.2351
0.1040 0.0188 0.3279
-0.3837 0.5897 -0.4622
0.3019 0.5050 -0.4885
0.7820 -0.0843 0.3233
-0.2954 -0.2910 -0.9518
0.1284 -0.2868 0.1146
-0.2175 -0.0635 0.0956
-0.0497 0.0858 0.0760
-0.1061 -0.1706 -0.1918
0.0575 0.5838 0.2890
-0.0871 0.0667 -0.0702
-0.3455 0.1298 0.3327
-1.2736 0.3633 -0.1741
0.9936 0.2333 0.5262
-0.3036 -0.1994 0.2363
0.4569 -0.1946 0.0122
0.0631 0.0102 -0.3087
0.2762 -0.2254 0.0662
-0.2413 0.1770 0.0342
-0.0281 -0.4066 -0.1636
0.1950 0.0843 -0.2945
-1.1735 -0.8940 0.1410
-0.2096 1.5424 -0.2029
0.0992 -0.2753 0.7909
0.1017 0.2023 -0.2826
0.5625 0.0540 0.1942
0.4882 0.0023 -0.1141
-0.0752 -0.2041 -0.2577
0.1867 -0.4285 0.2000
-0.2492 -0.2842 -0.2916
0.4421 0.6135 -0.6596
-0.2779 -0.2238 0.3968
-0.7220 -0.4728 -0.5718
0.1763 0.0350 0.3343
-0.1743 -0.2203 0.0960
-0.3175 0.0427 0.1132
-0.0462 -0.0449 0.0924
0.3036 -0.2085 -0.4246
0.0726 -0.0090 -0.0259
1.4381 0.2871 1.3220
-0.6120 -0.2430 -0.3870
0.0897 -0.1890 0.4551
-0.2132 -0.0512 0.0436
-0.5215 0.1467 -0.2166
-0.5915 -0.4648 -0.5074
0.0429 0.5507 -0.3095
0.6459 -0.1297 0.1609
-0.1299 0.1883 -0.2283
0.9787 0.0938 -0.4881
-1.2483 0.3119 -0.7545
0.4405 -0.1704 0.0874
-0.2432 0.0583 -0.2620
0.3831 -0.4161 0.4692
-0.4772 0.2362 0.7109
-0.0004 0.0836 0.0703
0.2126 -0.2711 0.5051
-0.2436 0.1820 -0.5494
-1.2443 0.6725 0.7144
0.8709 -0.5945 -0.8236
-0.2909 -0.1024 0.2950
-0.1408 -0.2008 -0.0320
0.4890 -0.1078 0.1810
0.6831 0.0982 -0.5168
-0.1239 -0.0856 0.1456
-0.2025 0.0618 0.0194
-0.0316 0.0661 0.0404
-0.2545 0.5109 0.1512
1.2803 -0.4300 1.1026
0.6354 0.7376 0.2446
-0.3064 -0.2417 -0.0058
0.0818 -0.0012 0.1743
-0.0796 0.0324 -0.2922
-0.3245 0.0552 -0.8775
-0.3605 -0.3058 -0.2596
-0.5529 -0.0538 -0.2112
0.0794 -0.8241 0.6019
0.3681 0.6786 -0.1691
-0.0144 -0.0797 -0.1448
-0.3383 -0.0455 -0.4451
-0.0358 -0.0549 -0.2103
0.3901 0.1969 0.1552
-0.4315 0.2548 -0.3456
0.2550 0.0215 0.2037
-0.2701 0.0231 -0.0048
-0.1188 1.5857 -0.2906
0.1759 1.4879 -1.0469
-0.1321 -0.4820 0.0568
0.2766 -0.7905 -0.0882
0.0576 -0.6671 -0.1564
-0.6135 -0.3244 0.5357
0.0692 -0.5398 0.6143
0.0730 0.0394 -0.0730
-0.0263 -0.1334 0.0902

As for the charge: +1. The calculation puts the energy above the lowest of the compared OMol25 structures with the same formula, charge and spin at 0.000 eV. Its HOMO-LUMO gap is 3.4 eV.

Q: What is the formula in the first record?
A: C24H31N3O3

Q: The highest energy above the lowest of the compared OMol25 structures with the same formula, charge and spin belongs to which entry?
A: C24H31N3O3

Q: What is the energy above the lowest of the compared OMol25 structures with the same formula, charge and spin in the second record?
A: 0.000 eV